C46H33N11O3Zr | ωB97M-V/def2-TZVPD

LUMO level = -0.9 eV
electronic energy = -72054.213 eV
HOMO level = -7.69 eV
frontier orbital gap = 0.2487 hartree
multiplicity = 1
net charge = 0

XYZ file:
```
94
Properties=species:S:1:pos:R:3:forces:R:3
Zr -0.238527 -0.135800 -0.388660 0.5 -0.5 0.2
O -0.237611 1.725204 -4.500560 0.0 0.0 0.1
C -0.165104 3.029059 -4.174725 0.0 0.0 -0.1
C -0.327998 3.941574 -5.220129 0.0 0.1 0.1
C -0.270530 5.296419 -4.979859 0.0 0.0 0.0
C -0.043375 5.779068 -3.690037 0.0 0.0 0.0
C 0.111227 4.880416 -2.655571 0.0 0.0 0.0
C 0.039410 3.498991 -2.867059 0.0 0.0 0.0
C 0.141306 2.577787 -1.714492 -0.3 0.0 -0.2
O 0.128903 1.286378 -1.959771 -0.2 0.1 0.1
N 0.199617 3.059399 -0.514296 0.0 -0.1 0.1
N 0.321640 1.993404 0.375060 -0.3 0.3 0.1
C 0.735042 2.321529 1.548140 0.2 -0.1 0.0
C 1.319480 1.385114 2.479712 -0.1 0.2 0.0
C 1.711811 1.839466 3.749002 0.0 0.0 0.0
C 2.498834 1.065396 4.570572 0.0 0.0 0.0
C 2.932499 -0.185367 4.111843 0.0 0.0 0.0
C 2.571199 -0.651684 2.868063 0.0 0.0 0.1
C 1.741118 0.114412 2.031801 0.1 0.0 -0.2
O 1.427551 -0.335796 0.836448 -0.3 -0.1 0.1
H -0.127960 1.213453 -3.672710 0.0 -0.1 0.0
H -0.506013 3.550590 -6.212704 0.0 0.0 0.0
H -0.395410 5.988909 -5.802748 0.0 0.0 0.0
H 0.025509 6.842948 -3.505702 0.0 0.0 0.0
H 0.299085 5.225175 -1.646970 0.0 0.0 0.0
H 0.795907 3.384690 1.776648 0.0 0.0 0.0
H 1.394319 2.826390 4.066438 0.0 0.0 0.0
H 2.790687 1.421785 5.548969 0.0 0.0 0.0
H 3.566661 -0.796704 4.742164 0.0 0.0 0.0
H 2.907246 -1.612481 2.499770 0.0 0.0 0.0
N -0.678018 -3.241289 9.483028 0.0 0.0 0.0
C -0.700498 -2.983144 8.363506 0.0 0.0 -0.1
C -0.727466 -2.656253 6.959459 0.0 0.0 0.2
C -0.219119 -1.436152 6.523219 0.0 0.0 0.0
C -0.264759 -1.118662 5.177683 0.0 0.0 0.0
C -0.799534 -2.016645 4.258116 -0.1 0.0 0.0
C -1.297254 -3.239845 4.703317 0.0 0.0 0.0
C -1.267527 -3.560382 6.049433 0.0 0.0 -0.1
C -0.875686 -1.657844 2.816564 0.1 -0.1 0.0
C -1.643415 -0.522808 2.482767 -0.1 -0.2 -0.2
C -2.524729 0.158847 3.340608 -0.1 0.1 0.0
C -3.309491 0.987869 2.553405 0.1 0.0 0.1
C -2.882401 0.788502 1.240166 0.0 0.0 -0.1
N -1.881389 -0.104057 1.168300 0.3 0.2 0.0
C -0.258496 -2.506567 1.912574 0.0 0.1 0.0
C 0.519059 -3.669609 2.196645 0.0 0.0 0.0
C 0.893759 -4.199468 0.991241 0.0 0.0 0.0
C 0.348086 -3.338284 0.003862 -0.2 -0.1 0.0
N -0.321342 -2.328708 0.529304 0.3 0.0 0.0
H 0.204533 -0.742812 7.237148 0.0 0.0 0.0
H 0.133531 -0.176138 4.828848 0.0 0.0 0.0
H -1.723641 -3.932427 3.990076 0.0 0.0 0.0
H -1.663209 -4.504601 6.397339 0.0 0.0 0.0
H -2.606422 0.011234 4.404749 0.0 0.0 0.0
H -4.101276 1.645396 2.871877 0.0 0.0 0.0
H -3.290020 1.223877 0.344192 0.1 0.1 0.0
H 0.752099 -4.048193 3.178730 0.0 0.0 0.0
H 1.480193 -5.085276 0.809726 0.0 0.0 0.0
H 0.411744 -3.463604 -1.066156 0.1 0.0 0.0
C -3.518709 -1.924922 -3.107771 0.0 0.0 0.0
C -2.794974 -2.320120 -4.230344 0.0 0.0 0.0
C -1.413669 -2.287507 -4.190099 0.0 0.0 0.1
C -0.766967 -1.814108 -3.043370 0.1 -0.2 0.0
C -1.467992 -1.322846 -1.937126 0.0 0.3 -0.2
C -2.861465 -1.432394 -1.990882 0.0 0.0 0.0
C 0.710193 -1.889931 -2.932874 -0.1 0.0 -0.1
C 1.432088 -2.863563 -3.677526 0.0 0.1 0.0
C 2.761251 -3.021319 -3.462687 0.0 0.0 0.0
C 3.439088 -2.143750 -2.583845 0.1 -0.1 -0.1
C 4.840124 -2.198974 -2.393549 -0.1 0.0 0.0
C 5.469351 -1.256956 -1.634432 0.0 0.1 0.0
C 4.719096 -0.205909 -1.062659 0.1 0.0 0.0
C 3.362084 -0.151381 -1.205233 0.0 0.0 0.0
C 2.681587 -1.154290 -1.933803 -0.2 0.3 0.0
N 1.308249 -1.105439 -2.050714 0.0 -0.4 0.2
H -4.600683 -1.986891 -3.114613 0.0 0.0 0.0
H -3.306263 -2.659751 -5.121863 0.0 0.0 0.0
H -0.846195 -2.608422 -5.054987 0.0 0.0 0.0
H -3.454043 -1.110697 -1.140932 0.0 0.0 0.0
H 0.899272 -3.504498 -4.362707 0.0 0.0 0.0
H 3.319905 -3.794515 -3.977173 0.0 0.0 0.0
H 5.400297 -2.989082 -2.878723 0.0 0.0 0.0
H 6.541127 -1.293167 -1.492339 0.0 0.0 0.0
H 5.227576 0.574418 -0.511221 0.0 0.0 0.0
H 2.798451 0.665881 -0.783956 0.0 0.0 0.0
N -3.117326 5.105319 -1.784959 -0.1 -0.2 0.0
N -3.088328 3.766334 -2.157520 0.0 0.1 -0.1
N -3.304098 3.373619 -3.388107 0.0 -0.1 0.1
C -3.171163 2.056682 -3.248673 0.0 -0.2 -0.2
N -2.895226 1.692623 -1.994227 -0.1 0.5 0.3
N -2.859323 2.823252 -1.302317 0.1 -0.1 0.0
H -2.791567 5.616053 -2.599075 0.1 0.1 0.0
H -2.439045 5.192956 -1.034022 0.0 0.1 0.0
H -3.266537 1.360612 -4.064039 0.0 0.0 0.0
```
Positions in Å, forces in eV/Å.

Mulliken population analysis, charges in e, atoms 1 to 6:
1 Zr -1.7145
2 O -0.7366
3 C 0.4205
4 C -0.5629
5 C -0.3021
6 C -0.9308

C46H33N6O4PW | ωB97M-V/def2-TZVPD

energy relative to the best compared isomer or geometry (same formula, charge and spin) = 11.087 eV
LUMO level (alpha / beta) = -7.5 / -7.5 eV
electronic energy = -76464.327 eV
HOMO level (alpha / beta) = -12.43 / -12.43 eV
frontier orbital gap (alpha / beta) = 0.1816 / 0.1815 hartree
multiplicity = 1
net charge = +2

XYZ file:
```
91
Properties=species:S:1:pos:R:3:forces:R:3
W -0.670896 0.412638 0.340840 0.0 -1.7 -1.1
O -4.027420 -0.917255 -1.392129 -0.1 0.1 -0.1
C -3.248077 -0.059746 -1.085827 0.0 0.1 -0.2
N -1.861491 -0.086284 -1.270604 -0.2 -0.4 0.1
C -1.297769 -0.526109 -2.464885 0.2 0.0 0.2
O -1.828091 -0.651316 -3.531779 0.0 0.0 0.0
C 0.178094 -0.787471 -2.129160 -0.5 -0.2 -0.8
C 1.182267 -1.436763 -3.110754 0.1 0.0 0.0
C 2.640331 -1.392551 -2.687979 -0.1 0.1 0.1
C 2.894134 -1.389311 -1.217353 0.0 0.2 -0.1
C 1.396748 0.422437 -0.239043 0.0 -0.4 0.5
N 0.533381 0.448349 -1.365940 -0.4 0.2 -0.5
C -3.636162 1.227345 -0.421108 -0.1 0.1 -0.1
C -4.964453 1.563192 -0.233163 0.0 0.0 0.0
C -5.259313 2.787295 0.345238 0.1 -0.1 0.0
C -4.208402 3.628197 0.679984 0.0 0.1 0.0
C -2.908825 3.210272 0.446422 0.1 0.0 0.0
N -2.611456 2.023128 -0.082587 -0.2 0.0 -0.1
H 1.021436 -1.226154 -4.170678 -0.1 0.0 0.0
H 3.208902 -2.137956 -3.234834 0.0 0.0 0.1
H 3.640537 -2.106893 -0.904762 0.1 0.0 -0.1
H 2.056290 1.282147 -0.158773 -0.1 0.1 0.1
H -5.730496 0.866233 -0.545065 0.0 0.0 0.0
H -6.285232 3.081281 0.520422 0.0 0.0 0.0
H -4.390966 4.601895 1.113188 0.0 0.0 0.0
H -2.077658 3.864788 0.683363 0.0 0.0 0.1
C -3.487309 0.047599 3.702291 0.0 0.1 0.2
C -2.983722 1.039035 4.528640 -0.1 -0.2 -0.1
C -1.943523 1.829816 4.076236 0.3 0.2 -0.1
C -1.407871 1.606342 2.817691 -0.5 -0.2 0.2
N -1.882668 0.606131 2.029302 -0.5 0.3 1.5
C -2.900511 -0.140956 2.468426 0.1 0.0 -0.1
C -0.390555 2.500236 2.209759 0.0 0.0 -0.2
C 0.160735 3.589407 2.863202 0.2 0.3 -0.1
C 0.915066 4.481742 2.118873 -0.2 -0.2 0.4
C 1.100830 4.281613 0.764228 0.1 -0.2 -0.7
C 0.608839 3.128743 0.143395 0.0 0.2 1.3
N -0.096823 2.261356 0.906799 0.4 1.5 1.0
C 0.829212 2.882970 -1.306865 0.0 -0.3 -1.2
C 1.378134 3.903930 -2.089591 -0.3 -0.1 0.7
C 1.433348 3.862201 -3.463524 -0.1 -0.4 -0.5
C 0.858766 2.779974 -4.124269 0.1 0.8 0.0
C 0.424680 1.730844 -3.373085 -0.3 -0.6 0.4
N 0.464470 1.732237 -2.013791 1.4 0.4 -0.6
H -4.302194 -0.587577 4.017656 0.0 0.0 0.0
H -3.391957 1.191690 5.518028 0.0 0.0 0.0
H -1.554222 2.613102 4.709611 0.0 0.0 0.0
H -3.235120 -0.922411 1.797202 0.0 0.0 0.0
H 0.001628 3.756352 3.917573 0.0 0.0 0.0
H 1.338197 5.354122 2.598183 0.0 0.0 0.0
H 1.659700 5.019090 0.213022 0.0 0.0 0.1
H 1.764280 4.777913 -1.593646 -0.1 0.0 0.0
H 1.898614 4.663856 -4.020464 0.0 0.0 0.0
H 0.790538 2.743869 -5.201572 0.0 -0.1 0.0
H 0.026519 0.835305 -3.832111 0.2 0.0 0.0
O -0.286220 -0.842654 4.184236 0.1 -0.1 0.1
C 0.257936 -1.237273 3.177489 -0.2 0.2 -0.1
O 0.560590 -0.470223 2.141239 0.3 0.5 0.1
C 0.617134 -2.668159 2.917817 0.0 -0.1 -0.2
C 0.805305 -3.607851 3.917596 0.0 0.1 0.0
C 1.079987 -4.923989 3.572352 0.0 0.0 0.0
C 1.136405 -5.312452 2.239702 0.0 0.0 0.0
C 0.939226 -4.384123 1.227131 -0.1 0.1 0.0
C 0.701389 -3.060711 1.574444 -0.2 0.0 0.0
P 0.513325 -1.736918 0.390391 0.7 0.0 -0.8
C 0.038696 -2.238522 -1.370333 -0.1 -0.2 0.6
C 0.748277 -2.853760 -2.615790 0.0 0.0 0.0
C -0.142841 -3.576803 -3.582203 0.1 0.0 0.0
C -1.403584 -3.893278 -3.321388 0.0 -0.1 -0.2
C -1.977540 -3.588733 -2.017548 0.1 0.1 0.1
C -1.335130 -2.833883 -1.127156 0.0 0.1 -0.1
C 2.120507 -0.892792 -0.028123 -0.1 -0.2 -0.1
C 3.220152 -0.650748 0.988125 0.0 0.0 0.1
C 4.502088 -0.347363 0.699555 -0.1 0.0 0.1
C 5.298853 -0.163166 -0.539003 0.2 0.1 -0.2
C 4.905190 -0.134453 -1.821271 -0.1 0.0 -0.1
C 3.443826 -0.274094 -2.070158 0.3 -0.1 0.0
H 0.741111 -3.299196 4.952758 0.0 0.0 0.0
H 1.239028 -5.661233 4.347670 0.0 0.0 0.0
H 1.331166 -6.346516 1.988527 0.0 0.0 0.0
H 0.961413 -4.682816 0.186341 0.0 0.0 0.0
H 1.608275 -3.489865 -2.396280 0.0 0.1 0.0
H 0.328533 -3.852846 -4.519079 -0.1 0.0 0.0
H -2.008415 -4.422003 -4.045269 0.0 0.0 0.0
H -2.945648 -4.004709 -1.773029 0.0 0.0 0.1
H -1.773965 -2.682315 -0.146544 -0.1 0.0 0.0
H 2.930321 -0.682244 2.030432 0.1 0.0 0.0
H 5.113804 -0.194676 1.583251 0.0 0.0 0.0
H 6.353508 -0.006658 -0.341134 0.0 0.0 0.0
H 5.610895 0.056396 -2.621529 0.1 0.0 0.1
H 2.943939 0.690666 -2.047496 -0.1 -0.1 0.1
```
Positions in Å, forces in eV/Å.

Mulliken population analysis, charges in e, atoms 1 to 6:
1 W 2.5000
2 O -0.5644
3 C -0.7408
4 N 0.7661
5 C 0.1167
6 O -0.5709

Q: electronic energy of number 1 (C46H33N11O3Zr)?
A: -72054.213 eV

Q: Among the records above, which one has the lowest net charge?
A: C46H33N11O3Zr

Q: Look up the multiplicity of the first one.
A: 1

Q: The lowest net charge belongs to which entry?
A: C46H33N11O3Zr